Record 1
The ion H4NO2P2 with charge -1, computed with ωB97M-V with the def2-TZVPD basis set.

The energy relative to the best compared isomer or geometry (same formula, charge and spin) comes out at 18.9 kcal/mol. The value obtained for the max |F| is 3.797 eV Å⁻¹. Its SMILES is N[P@](=O)([O-])P. The value obtained for the gap between HOMO and LUMO is 0.3027 Ha. The charge is -1.

```
9
H4NO2P2 (ωB97M-V with the def2-TZVPD basis set)
N 0.55294 0.10304 1.46557
P 0.96692 -0.03700 -0.21465
O 0.91114 -1.51824 -0.72474
O 2.05181 0.85822 -0.71966
P -0.87889 0.79014 -1.21664
H 0.72511 -0.70475 2.02681
H 0.39078 1.04643 1.70410
H -1.79727 -0.21147 -0.86655
H -0.26250 0.56077 -2.43530
```

Record 2
A cluster of 2 separate species, C2H5OS in total, computed with ωB97M-V with the def2-TZVPD basis set.

The energy relative to the best compared isomer or geometry (same formula, charge and spin) comes out at 14.3 kcal/mol. The value obtained for the max |F| is 3.235 eV Å⁻¹. The value obtained for the gap between HOMO and LUMO is 0.2656 Ha. The charge is -1.

```
9
C2H5OS (ωB97M-V with the def2-TZVPD basis set)
O -1.70592 -1.05125 0.08693
C -0.48349 -0.80146 -0.08666
C 0.03346 0.20989 -1.12581
H 0.25976 -1.50377 0.36048
H 0.10063 1.18261 -0.54541
H -0.72430 0.31216 -1.92740
H 1.04436 -0.08902 -1.57542
S 0.63435 0.62942 1.79692
H 0.84115 1.11141 3.01636
```

Record 3
An isolated molecule of H2N6O, computed with ωB97M-V with the def2-TZVPD basis set.

The energy relative to the best compared isomer or geometry (same formula, charge and spin) comes out at 31.8 kcal/mol. The value obtained for the max |F| is 4.258 eV Å⁻¹. The value obtained for the gap between HOMO and LUMO is 0.3302 Ha.

```
9
H2N6O (ωB97M-V with the def2-TZVPD basis set)
N -1.38253 0.95152 0.04371
N -2.11751 0.00193 -0.07273
N -0.08833 1.00614 0.01049
N -3.03403 -0.63035 -0.05472
N 0.50131 -0.12664 0.07777
N 1.85607 -0.07621 0.30102
O -0.07093 -1.30346 0.04485
H 1.93791 0.85895 -0.02446
H 2.39803 -0.68188 -0.32591
```

Record 4
An isolated molecule of C4H7N3O, computed with ωB97M-V with the def2-TZVPD basis set.

The energy relative to the best compared isomer or geometry (same formula, charge and spin) comes out at 77.0 kcal/mol. The value obtained for the max |F| is 2.746 eV Å⁻¹. Its SMILES is C[C@H](C#N)/N=C\NO. The value obtained for the gap between HOMO and LUMO is 0.3887 Ha.

```
15
C4H7N3O (ωB97M-V with the def2-TZVPD basis set)
C 1.57954 -0.74673 0.85703
C 1.19273 -0.07680 -0.48515
C 1.03975 1.33711 -0.32810
N 0.80280 2.46849 -0.22058
N 0.05878 -0.72171 -1.11521
C -1.09391 -0.53741 -0.71442
N -1.56249 0.25479 0.31623
O -2.93281 0.41735 0.32429
H 1.70978 -1.82767 0.69650
H 2.51214 -0.45146 1.37539
H 0.77617 -0.86491 1.61028
H 2.05991 -0.33236 -1.12223
H -1.87385 -1.07105 -1.30480
H -1.06815 1.17571 0.53272
H -3.20037 0.97663 -0.42196
```

Record 5
A structure of composition C4H8Cl3GeIrOSSe4, computed with ωB97M-V with the def2-TZVPD basis set.

The energy relative to the best compared isomer or geometry (same formula, charge and spin) comes out at 0.0 kcal/mol. Its spin multiplicity is 2. The value obtained for the max |F| is 0.143 eV Å⁻¹. The value obtained for the gap between HOMO and LUMO (spin up / spin down) is 0.2252 / 0.2183 Ha. The charge is +1.

```
23
C4H8Cl3GeIrOSSe4 (ωB97M-V with the def2-TZVPD basis set)
Ir 2.46837 -0.50701 0.07284
Se 4.77450 -0.88701 -0.18219
Se 5.97580 -0.36834 1.70125
Se 4.44990 0.39616 3.21682
Se 2.40289 -0.36884 2.37510
Cl 4.19487 2.89409 0.52609
Ge 2.69916 1.76870 -0.46994
Cl 0.87158 2.86207 -0.18511
Cl 3.10186 1.75262 -2.57199
O 0.44787 -0.75227 -0.21876
S -0.78712 -0.02277 0.38195
C -1.72885 0.53680 -1.05611
C -3.15973 0.09071 -0.79107
C -3.05785 -1.35082 -0.29414
C -1.94746 -1.37347 0.75856
H -1.28246 0.00218 -1.89747
H -1.58294 1.60627 -1.18061
H -3.75590 0.17696 -1.69816
H -3.62467 0.72682 -0.03445
H -2.80442 -2.01629 -1.11976
H -3.99560 -1.69823 0.13539
H -1.34419 -2.28045 0.76477
H -2.31559 -1.18789 1.76697
```

Record 6
An isolated molecule of C5H8O2, computed with ωB97M-V with the def2-TZVPD basis set.

The energy relative to the best compared isomer or geometry (same formula, charge and spin) comes out at 68.2 kcal/mol. The value obtained for the max |F| is 0.437 eV Å⁻¹. Its SMILES is C#CCOCCO. The value obtained for the gap between HOMO and LUMO is 0.4049 Ha.

```
15
C5H8O2 (ωB97M-V with the def2-TZVPD basis set)
C -3.49015 -0.84033 -0.53112
C -2.29531 -0.77499 -0.64106
C -0.90330 -0.46878 -0.98000
O -0.19365 0.06846 0.11144
C 1.13780 0.42499 -0.22242
C 1.81645 0.79517 1.08137
O 1.85710 -0.29819 1.96736
H -4.55386 -0.81533 -0.46630
H -0.38139 -1.34319 -1.39539
H -0.95954 0.28750 -1.77345
H 1.65850 -0.43254 -0.67651
H 1.19962 1.26471 -0.94043
H 2.85231 1.08053 0.87812
H 1.30854 1.66428 1.53036
H 0.94689 -0.61229 2.05805
```

Record 7
A cluster of 2 separate species, C3H7NOS in total, computed with ωB97M-V with the def2-TZVPD basis set.

The energy relative to the best compared isomer or geometry (same formula, charge and spin) comes out at 50.2 kcal/mol. The value obtained for the max |F| is 4.610 eV Å⁻¹. Its SMILES is C1=NSCC1.O. The value obtained for the gap between HOMO and LUMO is 0.3455 Ha.

```
13
C3H7NOS (ωB97M-V with the def2-TZVPD basis set)
C -0.28537 0.39301 1.16634
N -1.31960 1.00479 0.74979
S -1.95595 0.49874 -0.64308
C -0.91916 -1.01138 -0.80623
C 0.03884 -0.96552 0.43264
H 0.27417 0.51070 2.01546
H -0.45505 -0.90857 -1.69628
H -1.39395 -1.98867 -0.65480
H 1.14753 -0.94510 0.38082
H -0.14761 -1.68677 1.12012
O 2.03617 1.71946 -0.85225
H 1.79747 1.81665 0.06268
H 1.18250 1.56266 -1.27521
```

Record 8
A structure of composition C23H23F5IrN6O3S2, computed with ωB97M-V with the def2-TZVPD basis set.

The energy relative to the best compared isomer or geometry (same formula, charge and spin) comes out at 0.0 kcal/mol. Its spin multiplicity is 5. The value obtained for the max |F| is 0.378 eV Å⁻¹. The value obtained for the gap between HOMO and LUMO (spin up / spin down) is 0.2318 / 0.2546 Ha. The charge is -1.

```
63
C23H23F5IrN6O3S2 (ωB97M-V with the def2-TZVPD basis set)
Ir -0.16896 -1.25119 -0.83503
F 2.40999 5.05069 -0.15206
C 1.95771 3.91492 -0.71456
C 2.43222 2.68580 -0.30996
F 3.36971 2.62365 0.65017
C 1.96300 1.52240 -0.88616
F 2.47373 0.35882 -0.43195
C 0.95358 1.49186 -1.88145
O 0.42822 0.42432 -2.37780
C 0.52504 2.78552 -2.27568
F -0.44476 2.87752 -3.20545
C 0.99702 3.94900 -1.71213
F 0.50918 5.13458 -2.11138
N -3.86096 -0.02215 0.77826
C -3.62912 -0.37834 2.17540
C -3.49946 -1.89738 2.35655
O -3.34035 -2.41857 3.42897
O -3.56938 -2.59107 1.21840
H -4.37302 0.84269 0.69387
H -3.75325 -1.92307 0.53041
H -2.96473 0.09353 0.30750
H -4.47547 -0.07207 2.78944
H -2.73303 0.07773 2.60817
C -3.08849 -0.18133 -2.89926
C -2.20359 -1.17418 -3.57637
C -2.31865 -1.55635 -4.91060
C -1.37139 -2.44645 -5.39186
N -0.34902 -2.90731 -4.67652
C -0.29296 -2.48347 -3.41440
S 1.00270 -2.84979 -2.32008
N -1.22703 -1.69254 -2.84487
H -3.84208 0.21773 -3.57701
H -2.45518 0.62905 -2.52790
H -3.58140 -0.63189 -2.03471
H -3.10416 -1.17095 -5.54482
H -1.42881 -2.79650 -6.41933
C 2.34435 -1.46638 3.65623
N 2.76364 -1.85565 2.33723
C 4.15772 -1.76618 1.93347
C 4.14564 -2.34914 0.51288
N 2.84667 -3.00684 0.47121
C 2.03161 -2.58632 1.46801
S 0.39599 -2.90759 1.55701
H 2.58571 -0.41540 3.83156
H 2.84088 -2.07539 4.41942
H 1.26769 -1.60582 3.73242
H 4.79216 -2.34838 2.61191
H 4.49450 -0.72858 1.95088
H 4.95233 -3.06526 0.36127
H 4.21459 -1.56543 -0.24087
H 2.42000 -3.30507 -0.38962
N -0.92407 0.08028 0.20239
C -0.60913 1.13906 0.99343
C 0.28665 1.00381 2.07432
C 0.61779 2.10036 2.84958
C 0.07776 3.35436 2.58313
C -0.81393 3.49932 1.52486
C -1.16586 2.41306 0.74376
H 0.71620 0.02776 2.26164
H 1.31993 1.98031 3.66836
H 0.35585 4.20955 3.18650
H -1.22775 4.47430 1.29504
H -1.83375 2.53004 -0.10186
```